Entry 1:
Here is 2 unconnected molecules or ions with the total composition C6H9NO2 at a distorted geometry from OMol25. Energies are from ωB97M-V with the def2-TZVPD basis set.

Output
**Max |F|**: 1.3 eV Å⁻¹
**Relative energy (zero: lowest compared OMol25 entry of this formula, charge and spin)**: 5.6298 eV
**2S+1**: 1
**DFT total energy**: -11947.6888 eV

```
18
Properties=species:S:1:pos:R:3:forces:R:3
C 0.7150 1.8973 -0.7409 0.3 0.1 0.2
C -1.4779 -1.1418 0.5094 0.0 0.0 0.0
C 0.6424 -1.3584 -0.8049 1.1 0.7 -0.2
C 0.0092 0.7106 -1.2519 0.1 -0.5 -0.1
C -0.0123 -0.8251 0.3093 -0.2 -0.6 0.4
C 0.8115 -0.4994 1.4011 0.1 -0.2 -0.5
O 0.3818 -0.9351 2.6659 -0.3 0.4 0.0
N -0.7881 0.4508 -2.1696 0.2 -0.1 -0.2
O 1.4548 -1.8041 -1.5034 -1.0 0.3 0.2
H 0.1648 -0.1615 3.1976 0.1 -0.1 0.0
H -0.9974 1.2143 -2.8247 -0.1 0.0 0.2
H 1.8932 -0.4880 1.2818 -0.1 0.0 -0.1
H 1.2400 1.6127 0.1871 -0.1 0.1 -0.1
H 0.0339 2.7199 -0.5050 0.0 -0.1 0.0
H 1.4440 2.2597 -1.4695 0.0 -0.1 0.0
H -1.5910 -2.0946 1.0290 0.1 0.1 0.0
H -2.0051 -1.1952 -0.4416 0.1 0.1 0.0
H -1.9188 -0.3620 1.1301 0.0 -0.1 0.0
```
Positions in Å, forces in eV/Å.



Entry 2:
Here is a molecular structure, C6H9NO2 at a distorted geometry from OMol25. Energies are from ωB97M-V with the def2-TZVPD basis set.

Output
**Max |F|**: 8.6 eV Å⁻¹
**Relative energy (zero: lowest compared OMol25 entry of this formula, charge and spin)**: 8.7153 eV
**2S+1**: 1
**DFT total energy**: -11944.6033 eV

```
18
Properties=species:S:1:pos:R:3:forces:R:3
C -0.5610 -0.1018 -0.2661 1.1 -1.3 -3.2
C -1.5146 -0.8522 -1.1780 -1.8 -1.1 -2.4
C 0.8901 -0.7955 -0.0779 -1.8 -1.2 1.1
C -0.1750 -0.3947 1.0433 2.6 -0.8 2.0
C 0.2910 0.7926 1.7773 -2.1 -4.9 -1.5
C 0.6844 1.5811 2.5409 1.6 4.2 4.2
H -0.0220 1.9644 0.6717 -1.7 -2.8 -4.2
H 0.2017 1.5239 -1.4806 -3.2 -1.0 4.1
H -1.6958 -2.0019 -1.0555 0.7 2.0 0.5
H -2.6260 -0.3903 -1.2815 2.8 -0.7 0.6
H 0.1014 -0.8986 -2.5815 -4.5 0.7 0.5
H 1.0417 -1.8884 -0.2059 -0.8 0.7 0.1
H 2.5894 -0.0085 0.5833 -0.3 -0.1 0.4
H -0.6188 -1.2645 1.4629 -0.2 -0.2 1.3
H 0.8904 2.3482 3.3038 0.0 -0.9 -1.1
N -0.5743 1.2313 -0.4694 4.1 7.1 -2.7
O -0.9863 -0.6919 -2.5688 3.4 -0.8 1.1
O 2.0835 -0.1531 -0.2182 0.2 1.2 -1.0
```
Positions in Å, forces in eV/Å.



Entry 3:
Here is C6H9NO2 in the gas phase at a distorted geometry from OMol25. Energies are from ωB97M-V with the def2-TZVPD basis set.

Output
**SMILES string**: [H]/N=C(C(=O)O)/C(C)=C\C
**Max |F|**: 1.7 eV Å⁻¹
**Relative energy (zero: lowest compared OMol25 entry of this formula, charge and spin)**: 0.8887 eV
**2S+1**: 1
**DFT total energy**: -11952.4299 eV

```
18
Properties=species:S:1:pos:R:3:forces:R:3
H 0.3921 2.8630 -0.9197 0.2 -0.3 0.0
N -0.0479 2.2855 -0.1985 -0.3 0.1 0.2
C 0.3146 1.0814 -0.2553 0.4 0.3 -0.5
C 1.3709 0.6305 -1.2980 -0.9 0.6 -0.2
O 1.7642 1.4160 -2.1174 0.3 -0.4 0.2
O 1.7252 -0.6474 -1.2545 -0.4 -0.9 0.8
C -0.1535 0.0732 0.7120 0.2 -0.9 0.3
C 0.2392 0.3522 2.1310 -0.2 0.0 0.0
C -0.7441 -1.0663 0.3199 -0.9 0.8 0.4
C -1.3761 -1.2949 -1.0189 0.5 -0.2 -0.2
H 1.1684 -1.1404 -0.5619 0.9 1.1 -1.0
H -0.1245 -0.4254 2.7990 0.0 0.0 0.0
H 1.3200 0.4303 2.2275 0.1 0.0 0.0
H -0.1819 1.3136 2.4234 0.0 0.0 0.1
H -1.0396 -1.7750 1.0839 0.2 -0.1 0.2
H -2.4618 -1.2801 -0.9240 0.0 0.0 0.0
H -1.0723 -0.5408 -1.7427 -0.1 0.0 -0.1
H -1.0930 -2.2753 -1.4059 -0.1 0.0 -0.1
```
Positions in Å, forces in eV/Å.